4 unconnected molecules or ions with the total composition C41H92B2ClN3O9P at a distorted geometry. Source: the Open Molecules 2025 dataset; level of theory: the ωB97M-V functional and the def2-TZVPD basis.

Geometry (Å):
1 C -2.8574 -1.6230 4.3699
2 O -2.2740 -0.9405 3.2468
3 B -0.9751 -0.5827 3.4184
4 O -0.5257 -0.4768 4.7388
5 C -0.0916 -0.3973 2.0874
6 N -0.0494 0.9240 1.4787
7 C 0.9247 1.9510 1.8278
8 C 0.9072 3.0177 0.6958
9 C 0.2256 4.3743 0.9780
10 C 0.7280 5.3621 -0.1162
11 N -0.3430 6.3142 -0.4535
12 C 0.5662 2.5772 3.2135
13 C -0.8916 2.9401 3.6020
14 C -2.0588 2.9444 2.5808
15 C -3.2978 2.0845 2.9557
16 O -3.7831 1.3615 1.8361
17 C 2.3190 1.2370 1.9588
18 C 3.3571 2.0107 2.8670
19 B 3.9214 3.3741 2.2645
20 O 5.2239 3.4078 1.7516
21 O 3.2293 4.5479 2.2506
22 P 3.3418 1.1952 0.3511
23 O 4.4160 -0.0393 0.6516
24 Cl 2.1349 0.6550 -1.2320
25 N 2.2520 -0.0986 2.6275
26 C 1.2778 -1.1436 2.1037
27 C 1.3492 -2.2627 3.1602
28 C 0.4588 -3.4928 2.8944
29 C 1.2478 -4.8138 3.0036
30 C 0.4344 -6.0544 2.6910
31 O 0.6104 -7.0358 3.2827
32 O -0.4631 -5.9494 1.7044
33 O 1.4690 -1.5271 0.7995
34 C 2.3579 -2.5669 0.4263
35 C 1.7330 -3.4540 -0.7186
36 C 0.1966 -3.5042 -0.7121
37 C 2.3239 -3.0859 -2.1170
38 C 2.4360 -4.4281 -2.8802
39 C 1.4097 -2.1554 -2.9461
40 H -3.8031 -2.0521 4.0365
41 H -3.0826 -0.9520 5.2005
42 H -2.2392 -2.4437 4.7394
43 H -0.2263 0.4068 4.9908
44 H -0.6556 -1.0032 1.3691
45 H -0.7174 1.1230 0.7587
46 H 0.4088 2.6051 -0.1842
47 H 1.8985 3.3100 0.3367
48 H 0.4991 4.8450 1.9207
49 H -0.8473 4.3630 0.8019
50 H 1.5527 5.9512 0.3219
51 H 1.1212 4.8441 -0.9931
52 H -0.0373 6.9254 -1.2075
53 H -0.4188 6.9498 0.3381
54 H 1.1870 3.4669 3.3428
55 H 0.9484 1.8834 3.9819
56 H -1.2117 2.3027 4.4360
57 H -0.8710 3.9313 4.0590
58 H -2.4555 3.9634 2.5459
59 H -1.8003 2.7146 1.5505
60 H -4.1176 2.7536 3.2460
61 H -3.0988 1.4285 3.8051
62 H -3.5346 1.8119 1.0201
63 H 3.0315 2.0547 3.9102
64 H 4.2297 1.3369 2.8809
65 H 5.8601 3.6552 2.4399
66 H 3.5296 5.0242 1.4577
67 H 5.1674 0.4214 1.0659
68 H 1.9813 0.0616 3.6054
69 H 3.1807 -0.5381 2.6832
70 H 1.3111 -1.8938 4.1843
71 H 2.3885 -2.6337 3.0873
72 H -0.1349 -3.4073 1.9846
73 H -0.2661 -3.5318 3.7167
74 H 1.5475 -4.9012 4.0476
75 H 2.1573 -4.8337 2.3956
76 H -0.6610 -6.8577 1.4169
77 H 3.2446 -2.1347 -0.0477
78 H 2.7314 -3.2644 1.1762
79 H 2.0787 -4.4778 -0.5415
80 H -0.1187 -3.8795 -1.6907
81 H -0.2996 -2.5429 -0.5850
82 H -0.1322 -4.2648 -0.0043
83 H 3.3504 -2.7134 -2.0435
84 H 1.4525 -4.8920 -3.0083
85 H 2.8735 -4.3118 -3.8750
86 H 3.0532 -5.1175 -2.2953
87 H 0.7426 -2.7970 -3.5304
88 H 1.9705 -1.5850 -3.6875
89 H 0.7751 -1.5227 -2.3266
90 C -8.3352 3.2218 -2.1446
91 C -7.4257 2.2647 -2.9086
92 C -7.7785 0.7927 -2.6978
93 C -7.6520 0.2944 -1.2565
94 C -6.2695 0.4685 -0.6306
95 C -5.1757 -0.3133 -1.3517
96 H -8.2576 3.0788 -1.0653
97 H -8.0637 4.2573 -2.3586
98 H -9.3785 3.0823 -2.4348
99 H -6.3834 2.4499 -2.6328
100 H -7.5032 2.4878 -3.9765
101 H -7.1472 0.1829 -3.3510
102 H -8.8066 0.6225 -3.0326
103 H -7.9216 -0.7664 -1.2334
104 H -8.3891 0.8029 -0.6284
105 H -6.3138 0.1272 0.4067
106 H -5.9987 1.5284 -0.5920
107 H -5.4052 -1.3809 -1.3667
108 H -4.2177 -0.1846 -0.8410
109 H -5.0470 0.0255 -2.3815
110 C 5.3387 -6.0786 0.7492
111 C 6.2740 -4.9797 0.2525
112 C 6.4837 -5.0008 -1.2614
113 C 7.1402 -6.2667 -1.8141
114 C 8.5095 -6.5974 -1.2221
115 C 9.5622 -5.5281 -1.4969
116 H 5.7390 -7.0725 0.5477
117 H 5.1934 -5.9973 1.8288
118 H 4.3578 -6.0008 0.2707
119 H 7.2334 -5.0510 0.7717
120 H 5.8482 -4.0082 0.5279
121 H 7.0804 -4.1289 -1.5453
122 H 5.5132 -4.8725 -1.7540
123 H 7.2388 -6.1579 -2.8986
124 H 6.4736 -7.1204 -1.6597
125 H 8.8511 -7.5420 -1.6526
126 H 8.4287 -6.7649 -0.1441
127 H 9.6885 -5.3729 -2.5703
128 H 10.5270 -5.8312 -1.0875
129 H 9.2983 -4.5724 -1.0402
130 C -3.6660 2.8172 -2.4947
131 C -2.8370 4.0968 -2.5780
132 C -3.6847 5.3576 -2.7268
133 C -4.5307 5.4233 -3.9997
134 C -3.7449 5.3129 -5.3055
135 C -2.7463 6.4479 -5.5086
136 H -4.2422 2.6465 -3.4052
137 H -3.0165 1.9496 -2.3516
138 H -4.3616 2.8582 -1.6517
139 H -2.1207 4.0180 -3.4012
140 H -2.2424 4.1889 -1.6630
141 H -3.0272 6.2302 -2.6792
142 H -4.3529 5.4400 -1.8630
143 H -5.0844 6.3674 -3.9970
144 H -5.2881 4.6336 -3.9760
145 H -4.4551 5.3203 -6.1364
146 H -3.2246 4.3521 -5.3575
147 H -3.2506 7.4164 -5.5004
148 H -2.2415 6.3424 -6.4704
149 H -1.9773 6.4542 -4.7338

For the HOMO energy, the calculation gives -11.20 eV. The total energy is -90069.9863 eV. Its total charge is +1. Its HOMO-LUMO gap is 8.55 eV. Its spin multiplicity is 1.

A molecular structure, C42H101F6LiN14O20S2 at a distorted geometry. Source: the Open Molecules 2025 dataset; level of theory: the ωB97M-V functional and the def2-TZVPD basis.

Geometry (Å):
1 Li -0.0487 1.8378 -2.2392
2 C 1.3988 3.5800 0.7519
3 F 0.2283 3.9534 1.2500
4 F 1.6336 4.1275 -0.4058
5 F 2.3235 3.8570 1.6578
6 S 1.5243 1.6440 0.6545
7 O 2.7819 1.3680 -0.0122
8 O 1.4968 1.1565 2.0194
9 N 0.1261 1.2647 -0.3849
10 S -0.7918 0.4724 0.6680
11 O -0.1372 -0.7046 1.2355
12 O -1.5745 1.3468 1.5497
13 C -2.0738 -0.3266 -0.5036
14 F -1.4633 -0.8875 -1.5335
15 F -2.8420 -1.2146 0.1043
16 F -2.8679 0.6510 -0.9501
17 C -1.1849 0.9741 -4.8284
18 C -0.8394 2.4750 -4.8285
19 O -1.2218 3.1008 -3.5959
20 O -0.6085 0.3653 -3.6637
21 H -0.7629 0.4849 -5.7086
22 H -2.2640 0.8121 -4.8061
23 H -1.4150 2.9455 -5.6265
24 H 0.2429 2.5792 -4.8904
25 H -2.1714 3.2721 -3.6871
26 H -0.7059 -0.5873 -3.7582
27 C 1.2116 -0.1318 6.5125
28 C 0.3568 -0.7246 7.6233
29 O 0.0041 -2.0761 7.4226
30 O 0.3480 0.5608 5.5868
31 H 1.7899 -0.9039 6.0061
32 H 1.8001 0.6774 6.9589
33 H -0.4776 -0.0805 7.9253
34 H 0.9040 -0.7689 8.5720
35 H -0.5665 -2.1661 6.6329
36 H 0.9117 0.9418 4.9061
37 C -2.9666 4.3241 0.3477
38 C -3.9307 5.4536 0.7307
39 O -5.0691 4.9142 1.3693
40 O -3.5707 3.3155 -0.4608
41 H -2.5228 3.8640 1.2325
42 H -2.1634 4.7375 -0.2627
43 H -4.2532 6.0544 -0.1262
44 H -3.3503 6.1760 1.3170
45 H -5.4162 5.5425 2.0064
46 H -4.2607 2.9198 0.0845
47 C -4.3018 -5.4673 1.9766
48 C -3.3649 -4.6400 1.1023
49 O -2.0109 -4.6725 1.5812
50 O -3.9434 -6.8318 1.9821
51 H -5.3459 -5.3933 1.6683
52 H -4.2649 -5.1583 3.0279
53 H -3.6239 -3.6089 0.8718
54 H -3.2875 -5.0781 0.1000
55 H -1.6498 -5.5655 1.5537
56 H -3.1308 -6.9268 2.4882
57 C 2.8824 2.9934 -2.9406
58 O 1.7170 2.6770 -2.6556
59 N 3.1850 4.0325 -3.7784
60 N 3.9547 2.4136 -2.3833
61 H 4.1176 4.1759 -4.1076
62 H 2.3748 4.5344 -4.0995
63 H 4.8339 2.8752 -2.5260
64 H 3.8026 1.8904 -1.5295
65 C -2.4856 -1.3865 4.7805
66 O -1.5087 -2.0070 5.2116
67 N -2.3939 -0.6608 3.6370
68 N -3.7336 -1.5023 5.2981
69 H -3.1557 -0.1829 3.1930
70 H -1.6445 -0.9210 3.0139
71 H -3.9111 -2.0640 6.1062
72 H -4.3228 -0.8990 4.7563
73 C -4.5337 2.9225 -3.7371
74 O -4.1138 4.0738 -3.5479
75 N -4.2137 1.8819 -2.9308
76 N -5.4453 2.6279 -4.6874
77 H -3.4907 2.0061 -2.2400
78 H -4.8915 1.1472 -2.8074
79 H -5.6351 3.1334 -5.5283
80 H -5.8201 1.6973 -4.5776
81 C 1.8197 4.8601 5.1636
82 O 1.9909 3.6705 5.4400
83 N 1.9709 5.8776 6.0149
84 N 1.2868 5.2010 3.9501
85 H 2.2038 5.6807 6.9720
86 H 1.8413 6.8248 5.7178
87 H 1.1101 6.1505 3.6833
88 H 0.8845 4.4530 3.4207
89 C 1.6948 -3.9991 1.3517
90 O 1.9171 -5.2078 1.4563
91 N 2.7148 -3.1181 1.5175
92 N 0.4795 -3.3744 1.4043
93 H 3.6755 -3.3789 1.6453
94 H 2.6029 -2.1401 1.3026
95 H -0.3642 -3.9175 1.5656
96 H 0.3294 -2.4417 1.0437
97 C 5.7900 1.0970 5.8649
98 C 5.6680 0.3824 4.4941
99 C 4.4781 0.9954 3.7150
100 C 4.6585 2.4530 3.3173
101 C 5.8563 2.4705 2.3883
102 C 7.1337 1.7665 2.8663
103 N 6.8213 0.5632 3.5879
104 O 7.9374 -0.2443 3.9625
105 C 7.9157 1.4870 1.5665
106 C 7.9448 2.7830 3.6683
107 C 5.4699 -1.1359 4.6588
108 H 6.8386 0.9563 6.1682
109 H 5.2403 0.6248 6.6746
110 H 5.7494 2.1808 5.7764
111 H 4.3596 0.4480 2.7761
112 H 3.5792 0.8717 4.3243
113 H 4.6742 3.1062 4.1896
114 H 3.7961 2.6806 2.7002
115 H 6.0290 3.5381 2.2094
116 H 5.5349 2.0883 1.4164
117 H 7.4311 0.8570 0.8227
118 H 8.2053 2.4340 1.1085
119 H 8.8536 1.0046 1.8568
120 H 8.2076 3.6703 3.0848
121 H 7.4122 3.2240 4.5143
122 H 8.9172 2.4068 4.0000
123 H 6.4030 -1.6379 4.9005
124 H 5.0519 -1.5608 3.7466
125 H 4.8246 -1.4183 5.4936
126 H 8.3564 0.3213 4.6305
127 C 3.4860 -3.6206 -1.9674
128 C 3.1270 -2.3810 -2.8075
129 C 4.4533 -1.6257 -3.0387
130 C 4.3895 -0.6343 -4.1806
131 C 4.1102 -1.4392 -5.4341
132 C 2.7122 -2.1559 -5.4064
133 N 2.5895 -2.8511 -4.1003
134 O 1.3308 -3.5056 -3.9368
135 C 1.5685 -1.1520 -5.6581
136 C 2.7423 -3.2226 -6.5163
137 C 2.1018 -1.4595 -2.0637
138 H 2.5782 -3.6486 -1.3579
139 H 4.2512 -3.4310 -1.2140
140 H 3.6704 -4.5477 -2.4973
141 H 4.6155 -1.1131 -2.0881
142 H 5.1967 -2.4186 -3.1221
143 H 5.2451 0.0393 -4.2493
144 H 3.5398 0.0549 -4.1184
145 H 4.8277 -2.2498 -5.5663
146 H 4.0176 -0.8554 -6.3535
147 H 0.6541 -1.7380 -5.5389
148 H 1.5372 -0.4538 -4.8179
149 H 1.6777 -0.6034 -6.5906
150 H 3.7406 -3.6371 -6.6871
151 H 2.1123 -4.0959 -6.3520
152 H 2.5909 -2.7614 -7.4958
153 H 1.3197 -2.0528 -1.5752
154 H 1.5067 -0.8042 -2.7080
155 H 2.3670 -0.7653 -1.2620
156 H 1.3855 -4.1372 -4.6625
157 C -4.3673 -1.5761 -3.1656
158 C -5.7523 -2.1979 -3.4194
159 C -5.9445 -3.4956 -2.6492
160 C -6.0116 -3.3787 -1.1291
161 C -7.2845 -2.5627 -0.8949
162 C -7.2429 -1.1132 -1.5558
163 N -6.7625 -1.2172 -2.9233
164 O -6.8963 -0.0200 -3.6427
165 C -8.6393 -0.5432 -1.4499
166 C -6.3145 -0.2618 -0.6327
167 C -5.8326 -2.5259 -4.8759
168 H -4.0770 -0.7347 -3.7968
169 H -3.5938 -2.2841 -3.5016
170 H -4.1279 -1.4404 -2.1107
171 H -6.8942 -3.8907 -3.0201
172 H -5.1615 -4.1827 -2.9777
173 H -5.0882 -3.0126 -0.6856
174 H -6.2294 -4.4079 -0.8362
175 H -7.4610 -2.5019 0.1828
176 H -8.1430 -3.1413 -1.2425
177 H -8.7165 0.5112 -1.7323
178 H -9.2218 -1.0145 -2.2546
179 H -9.2210 -0.6735 -0.5407
180 H -6.0906 0.7046 -1.0952
181 H -6.9223 0.0557 0.2165
182 H -5.3885 -0.7647 -0.3641
183 H -6.9066 -2.6993 -5.0276
184 H -5.3016 -3.4117 -5.2148
185 H -5.5672 -1.7029 -5.5423
186 H -7.7860 -0.0981 -4.0092

For the HOMO energy, the calculation gives -7.75 eV. The total energy is -145182.1624 eV. Its HOMO-LUMO gap is 7.60 eV. Its spin multiplicity is 1.

7 unconnected molecules or ions with the total composition C42H101N6O6 at a distorted geometry. Source: the Open Molecules 2025 dataset; level of theory: the ωB97M-V functional and the def2-TZVPD basis.

Geometry (Å):
1 C -3.2924 1.8641 0.0265
2 C -2.9616 1.4598 1.4298
3 C -4.0286 0.5983 2.1573
4 N -3.7676 0.2545 3.6990
5 C -2.3557 -0.2972 3.9606
6 C -2.1433 -1.7642 3.4677
7 C -3.2226 -2.7139 4.0550
8 C -4.5648 -2.2319 3.5152
9 C -4.9247 -0.7821 4.0474
10 C -3.9965 1.4277 4.7247
11 H -3.2735 1.0749 -0.7252
12 H -2.5357 2.5621 -0.3315
13 H -4.2349 2.4109 0.0556
14 H -2.8217 2.3906 1.9794
15 H -1.9744 1.0202 1.5726
16 H -4.2989 -0.3027 1.6067
17 H -4.9938 1.1046 2.1717
18 H -1.5834 0.3727 3.5826
19 H -2.2045 -0.2523 5.0391
20 H -1.9544 -1.9768 2.4155
21 H -1.1825 -2.0253 3.9113
22 H -3.0413 -3.7290 3.7018
23 H -3.2687 -2.7345 5.1439
24 H -4.6945 -2.1630 2.4351
25 H -5.3878 -2.8491 3.8755
26 H -5.9182 -0.4323 3.7669
27 H -4.9658 -0.8697 5.1331
28 H -3.3350 1.3797 5.5897
29 H -5.0174 1.4335 5.1067
30 H -3.8041 2.3469 4.1714
31 C -2.6017 2.9054 -3.4481
32 C -1.0578 2.7112 -3.3480
33 C -0.4105 1.8831 -4.5326
34 N 1.1418 1.9428 -4.4839
35 C 1.7097 0.8036 -5.3625
36 C 1.5558 1.1779 -6.8621
37 C 2.0823 2.5195 -7.1519
38 C 1.5200 3.6566 -6.2787
39 C 1.6413 3.3832 -4.7624
40 C 1.7113 1.5448 -3.0465
41 H -2.8579 3.4566 -4.3528
42 H -3.0705 3.4560 -2.6325
43 H -3.0759 1.9329 -3.5804
44 H -0.9590 2.2467 -2.3669
45 H -0.5284 3.6351 -3.1151
46 H -0.6104 2.2844 -5.5261
47 H -0.7456 0.8486 -4.4577
48 H 1.1854 -0.1389 -5.2050
49 H 2.7833 0.7155 -5.1960
50 H 0.4772 1.1333 -7.0133
51 H 2.0485 0.4220 -7.4737
52 H 1.8264 2.7294 -8.1904
53 H 3.1673 2.4366 -7.0893
54 H 0.4966 3.9272 -6.5384
55 H 2.0879 4.5700 -6.4559
56 H 1.0702 4.1304 -4.2115
57 H 2.6895 3.3489 -4.4655
58 H 1.6704 2.4175 -2.3947
59 H 2.7855 1.4273 -3.1897
60 H 1.1878 0.6455 -2.7222
61 C -1.3163 -8.4810 -2.4925
62 C -1.9123 -7.1810 -3.0106
63 C -1.0897 -5.9952 -2.4895
64 C -1.5003 -4.5774 -2.9886
65 N -1.0910 -3.3957 -2.1676
66 C -1.7641 -3.4301 -0.7390
67 C -2.4890 -2.0418 -0.5897
68 C -2.9348 -1.7473 -2.0129
69 C -1.6802 -2.0670 -2.8467
70 C 0.4588 -3.2346 -2.0049
71 C 1.1989 -2.9223 -3.3675
72 C 2.7810 -2.4762 -3.2728
73 H -0.3200 -8.5227 -2.9327
74 H -1.6860 -9.3810 -2.9839
75 H -1.1416 -8.5933 -1.4224
76 H -2.9466 -7.0671 -2.6859
77 H -1.9768 -7.1400 -4.0979
78 H -0.0499 -6.1619 -2.7707
79 H -1.1869 -5.8728 -1.4108
80 H -2.5758 -4.4027 -3.0174
81 H -1.2386 -4.3386 -4.0194
82 H -1.0186 -3.5714 0.0436
83 H -2.5246 -4.2018 -0.6198
84 H -1.8035 -1.2753 -0.2283
85 H -3.4017 -2.0804 0.0049
86 H -3.3353 -0.7665 -2.2695
87 H -3.7449 -2.4306 -2.2678
88 H -0.9563 -1.2647 -2.7037
89 H -1.9479 -2.1605 -3.8992
90 H 0.7385 -4.2469 -1.7132
91 H 0.6628 -2.5005 -1.2255
92 H 0.6896 -2.1989 -4.0041
93 H 1.1974 -3.8173 -3.9896
94 H 3.4802 -3.2774 -3.0336
95 H 2.9514 -1.6013 -2.6454
96 H 3.1013 -2.2041 -4.2785
97 C 1.5383 2.4812 4.5651
98 C 2.1853 1.2199 5.0480
99 C 1.2615 0.2552 5.8367
100 O 1.9447 -0.8289 6.3799
101 C 1.4181 -1.7489 7.3139
102 N 2.6579 0.4271 3.8014
103 H 3.3713 0.9066 3.2711
104 H 2.9973 -0.4802 4.0871
105 H 1.9056 0.3164 3.1366
106 H 2.2441 3.0863 3.9960
107 H 1.3313 3.0693 5.4592
108 H 0.6578 2.3318 3.9402
109 H 3.1582 1.3549 5.5206
110 H 0.4717 -0.1408 5.1982
111 H 0.9833 0.6669 6.8068
112 H 0.4406 -2.1017 6.9852
113 H 1.4876 -1.2698 8.2905
114 H 2.0278 -2.6523 7.3299
115 C 0.4984 4.8388 -0.3396
116 C 0.9037 5.2381 1.0569
117 C -0.1711 4.7870 2.0470
118 O 0.1266 5.2226 3.3669
119 C -1.0998 5.3168 4.1583
120 N 2.2446 4.5833 1.4645
121 H 2.5331 4.8518 2.3944
122 H 2.0036 3.6181 1.6390
123 H 2.9505 4.6280 0.7435
124 H 0.2883 3.7893 -0.5457
125 H 1.3258 5.0056 -1.0294
126 H -0.3796 5.4266 -0.6073
127 H 1.0683 6.3152 1.0855
128 H -0.3299 3.7086 2.0479
129 H -1.0900 5.3216 1.8065
130 H -1.5599 4.3288 4.1718
131 H -1.8499 5.9866 3.7377
132 H -0.9605 5.6984 5.1698
133 C 6.0937 -0.2949 -0.6176
134 C 4.5400 -0.1352 -0.3462
135 C 3.7136 -1.4822 0.0244
136 O 4.0529 -2.0708 1.2491
137 C 3.1315 -2.8995 1.8407
138 N 4.3317 0.8933 0.7354
139 H 4.8239 1.7316 0.4613
140 H 3.3591 1.1618 0.7824
141 H 4.5787 0.6281 1.6781
142 H 6.7092 -0.5714 0.2385
143 H 6.4521 0.6208 -1.0879
144 H 6.3327 -1.1741 -1.2160
145 H 3.9460 0.3158 -1.1410
146 H 3.9117 -2.2161 -0.7568
147 H 2.6361 -1.3187 0.0454
148 H 3.4134 -3.2423 2.8363
149 H 2.9753 -3.8118 1.2651
150 H 2.1584 -2.4285 1.9797
151 O -0.0252 0.8307 -0.4324
152 C 0.5131 0.6698 0.8026
153 O 0.1490 -0.3380 1.5055
154 O 1.4703 1.2897 1.2454
155 H -0.6511 0.1812 -0.1040

For the HOMO energy, the calculation gives -19.81 eV. The total energy is -66365.3879 eV. Its total charge is +5. Its HOMO-LUMO gap is 8.19 eV. Its spin multiplicity is 1.